Entry 1:
Here is C6H9NO2 in the gas phase from the OMol25 dataset. Energies are from ωB97M-V/def2-TZVPD.

XYZ file:
```
18
Properties=species:S:1:pos:R:3:forces:R:3:mulliken_charge:R:1
C -0.53100 -0.80971 -0.48100 -1.04 -1.17 0.28 0.140
C 0.72328 -0.99290 -0.16838 0.13 1.95 0.09 0.373
C -1.77405 -0.56408 -0.85162 1.60 -0.16 -2.90 -0.155
C 0.09109 1.95371 -0.22189 0.87 -0.02 1.19 0.012
C 1.45602 -2.11448 0.55007 1.56 1.05 -0.68 -1.266
C -0.02033 1.82562 1.08924 -1.16 -0.10 2.04 -0.789
N 1.01206 1.27960 -1.03879 -1.07 -1.39 -1.03 -0.243
O -2.76448 -0.05248 -0.12223 -0.76 0.13 0.29 -0.444
O 1.57308 0.11103 -0.44989 0.54 0.12 0.09 -0.297
H -1.99807 -0.60516 -1.99099 -0.10 -0.23 2.18 0.264
H -0.42226 2.73768 -0.70413 -0.30 0.87 -0.84 0.343
H 2.36542 -1.80456 1.22183 -1.94 -0.12 -1.37 0.294
H 1.86319 -2.74666 -0.26295 -0.20 -0.14 0.73 0.317
H 0.70537 -2.58962 1.13986 -0.20 -0.80 0.37 0.344
H -0.58886 2.49180 1.80117 0.43 -0.45 -1.54 0.243
H 0.28134 0.93018 1.62441 0.70 0.17 -0.26 0.210
H -2.49427 -0.05730 0.79986 0.08 0.17 0.24 0.336
H 0.52246 1.00733 -1.93455 0.87 0.13 1.11 0.317
```
Forces are in eV/Å.

Results
E ... -439.079251 Ha
SMILES string ... C=CNOC(C)=C=CO
Gap between HOMO and LUMO ... 9.307 eV
Lowest unoccupied orbital energy ... 0.73 eV
Total charge ... 0
ΔE to the lowest compared entry with this formula, charge and spin ... 5.364 eV


Entry 2:
Here is 2 unconnected molecules or ions with the total composition C4H5O3P from the OMol25 dataset. Energies are from ωB97M-V/def2-TZVPD.

XYZ file:
```
13
Properties=species:S:1:pos:R:3:forces:R:3:mulliken_charge:R:1
C 1.55306 1.36256 -0.58582 3.41 2.41 -1.13 -0.562
C 1.04800 -2.09943 -0.23169 -1.11 -0.43 0.85 -0.708
C 0.59162 0.88636 0.19277 -1.22 -1.35 2.95 -0.328
C -0.41960 -0.15212 0.01331 -1.60 1.63 -0.17 -0.012
O -1.41249 -0.36724 1.21452 1.11 0.58 -1.67 -0.450
O -2.75630 1.49660 -0.14915 0.93 -1.64 -0.39 -0.767
O -3.14204 -1.02124 -0.65772 0.67 0.33 -0.36 -0.781
P -2.20186 0.06279 -0.21212 -0.44 0.79 1.69 0.832
H 2.50100 1.92866 -0.12540 -2.35 -1.02 -0.71 0.132
H 1.64866 1.38350 -1.69907 -0.47 -0.69 1.01 0.240
H 0.35505 -2.80341 0.24836 -0.41 -0.79 -0.89 0.162
H 1.54363 -1.82352 0.68128 1.55 0.68 0.35 0.142
H 0.69126 1.14650 1.31072 -0.06 -0.49 -1.53 0.099
```
Forces are in eV/Å.

Results
E ... -722.239426 Ha
<S²> ... 2.019
Gap between HOMO and LUMO (spin up / spin down) ... 4.531 / 6.042 eV
Lowest unoccupied orbital energy (spin up / spin down) ... 6.86 / 6.75 eV
2S+1 ... 3
Total charge ... -2


Entry 3:
Here is a molecular structure, C6H14AuClIrO2 from the OMol25 dataset. Energies are from ωB97M-V/def2-TZVPD.

XYZ file:
```
25
Properties=species:S:1:pos:R:3:forces:R:3:mulliken_charge:R:1
Au -0.33380 0.50787 0.85681 1.24 -0.65 -0.03 0.694
Cl -0.69106 2.71804 -0.30969 0.00 0.42 0.32 -0.395
C -2.37430 0.40953 1.41633 -1.19 -0.13 0.28 -1.033
H -2.37446 -0.03730 2.41618 0.03 0.13 -0.28 0.280
H -2.89530 -0.21325 0.67467 0.29 0.26 0.28 0.297
H -2.70477 1.45005 1.40602 0.00 -0.24 0.03 0.342
Ir 0.02776 1.08349 -1.94676 -1.52 4.34 0.71 1.256
C 1.87677 1.19424 -2.57973 3.58 0.97 -0.64 -1.213
C -0.92063 0.58279 -3.58174 -2.58 -0.45 -2.57 -1.252
C 0.26076 -0.67530 -1.28012 0.17 -4.77 2.76 -1.359
H -1.22089 -0.47890 -3.49981 -0.01 0.53 -0.32 0.326
H -1.81996 1.23080 -3.64456 0.21 -0.47 -0.43 0.323
H -0.26433 0.74954 -4.45893 -0.40 -0.11 0.37 0.311
H 2.45304 0.33011 -2.20565 0.02 0.56 -0.32 0.305
H 1.87369 1.23611 -3.68609 0.18 -0.03 0.50 0.330
H 2.27824 2.14145 -2.16400 0.30 -0.41 -0.36 0.303
H -0.57616 -1.39441 -1.33656 0.68 0.02 0.15 0.442
H 1.26496 -1.06854 -1.05472 -0.69 -0.20 0.12 0.400
C 1.07804 -1.78252 4.06406 0.05 0.10 0.14 -1.036
C 0.63669 -0.87966 2.94474 -0.11 0.71 -0.19 1.057
O 0.69942 0.39442 3.08016 -0.63 -1.80 -1.04 -0.646
O 0.18838 -1.45124 1.87720 0.45 1.16 0.79 -0.613
H 1.49329 -1.20540 4.88985 -0.05 0.01 -0.11 0.304
H 1.82546 -2.48670 3.69824 -0.07 0.00 -0.03 0.296
H 0.21914 -2.35519 4.42412 0.08 0.04 -0.10 0.280
```
Forces are in eV/Å.

Results
E ... -1087.281734 Ha
<S²> ... 15.772
Gap between HOMO and LUMO (spin up / spin down) ... 6.656 / 6.120 eV
Lowest unoccupied orbital energy (spin up / spin down) ... 0.30 / -3.41 eV
2S+1 ... 8
Total charge ... 0
ΔE to the lowest compared entry with this formula, charge and spin ... 0.000 eV


Entry 4:
Here is a molecular structure, F12K2N6Na4O24S12 from the OMol25 dataset. Energies are from ωB97M-V/def2-TZVPD.

XYZ file:
```
60
Properties=species:S:1:pos:R:3:forces:R:3:mulliken_charge:R:1
Na 16.42171 9.75866 5.90831 0.13 0.32 -0.27 0.982
Na 21.50747 16.68885 7.53697 0.07 -0.65 -0.69 0.979
Na 16.78732 14.24435 3.12925 -0.35 -0.47 -0.60 1.009
Na 20.91925 11.39886 3.62436 -0.34 0.28 -0.06 0.996
K 17.15424 13.78243 10.52352 -0.10 -0.89 -0.38 0.919
K 16.01252 16.76270 5.19199 -0.70 0.46 0.03 0.941
N 22.54824 19.22338 3.46749 -2.45 -4.53 -3.05 -0.015
S 22.45871 20.13124 4.59936 4.31 11.67 3.85 1.038
O 22.98043 19.61662 5.80589 -0.85 -0.70 1.46 -0.394
O 21.35696 21.13633 4.62951 1.07 -2.81 0.22 -0.325
F 23.65449 21.09790 4.17656 -0.92 -0.72 0.01 -0.243
S 21.21676 18.31312 3.96981 -6.30 -6.55 -2.99 0.923
O 19.90932 18.83694 3.53196 3.64 -0.18 1.08 -0.500
O 21.19717 17.61247 5.25842 1.18 2.02 -1.77 -0.273
F 21.44272 17.08977 2.93056 0.41 1.84 1.35 -0.209
N 16.78474 12.57523 1.40554 2.80 -0.62 0.19 -0.252
S 16.96006 11.15153 2.02954 -5.79 -6.94 3.77 1.142
O 17.44263 11.04797 3.42308 0.10 0.85 -1.63 -0.456
O 17.28261 10.01772 1.18033 0.21 2.15 0.92 -0.562
F 15.35645 10.91144 2.32105 1.46 0.37 -0.48 -0.329
S 18.38450 12.57783 0.99782 1.08 3.69 -6.23 0.800
O 18.68330 11.85689 -0.23827 -0.15 1.56 3.09 -0.526
O 19.30836 12.68338 2.08924 0.26 -0.69 0.27 -0.405
F 18.28934 14.15002 0.54921 0.33 -0.88 0.29 -0.283
N 22.34367 11.77239 5.51589 -4.94 -2.52 0.30 -0.264
S 23.29746 12.67620 6.21949 7.76 4.13 -0.09 0.805
O 24.10065 12.03934 7.22609 -0.93 0.93 -0.53 -0.582
O 22.89151 14.04302 6.32784 -1.39 0.77 1.70 -0.441
F 24.31081 12.98520 5.00474 -0.01 -1.41 -0.10 -0.321
S 21.26966 11.55960 6.79143 -2.36 -1.72 1.37 0.955
O 20.39581 12.63832 7.17218 1.88 0.17 0.45 -0.539
O 21.77516 10.70253 7.82008 -0.39 0.64 -1.22 -0.464
F 20.15005 10.74478 6.00186 0.57 -1.05 -1.04 -0.304
N 17.75177 14.71540 5.23749 -8.39 -2.72 2.50 0.052
S 19.16359 14.55003 5.30552 16.38 2.87 -3.03 0.052
O 19.83139 13.31393 4.82335 -2.36 2.44 2.13 0.188
O 19.78173 15.45016 6.36478 -1.41 -2.83 -2.67 -0.445
F 19.42428 15.35939 3.92601 -0.07 0.90 0.35 -0.361
S 17.55438 13.48990 6.43495 -7.11 -2.98 5.50 0.854
O 18.02888 13.72253 7.80603 0.08 0.58 -3.17 -0.497
O 17.37354 12.12372 6.02700 1.40 1.61 -0.64 -0.139
F 15.96434 13.84687 6.68095 1.27 0.71 -0.72 -0.465
N 14.45194 15.05264 3.64247 -1.99 1.75 -1.20 -0.093
S 13.20081 15.86003 2.85781 -2.09 6.40 -0.81 0.850
O 11.88962 16.07413 3.56150 4.26 -1.71 -2.05 -0.479
O 13.30456 15.88274 1.41599 -0.22 -0.71 2.25 -0.510
F 13.96003 17.29725 3.25803 -0.12 -0.25 -0.06 -0.372
S 13.61788 13.75136 3.71289 -3.09 -8.64 3.85 0.896
O 13.26643 13.09357 2.45421 0.22 2.17 1.77 -0.538
O 12.71972 13.52016 4.90491 2.58 1.61 -3.76 -0.573
F 14.87978 12.88194 4.16071 1.22 -0.43 0.32 -0.238
N 15.82122 9.49942 8.18173 -5.07 2.07 -1.68 -0.258
S 14.66149 10.57731 8.79765 -7.00 0.23 -0.62 1.036
O 15.03785 11.96780 8.74447 0.25 -0.84 0.39 -0.486
O 13.80313 10.09388 9.92968 3.20 1.33 -3.59 -0.528
F 13.70407 10.47762 7.47992 0.90 -0.23 1.07 -0.263
S 16.63594 9.66641 9.40392 12.10 -1.73 5.75 0.948
O 16.36315 8.95012 10.61101 -1.41 1.04 -0.42 -0.588
O 17.46385 10.90514 9.53938 -2.70 -0.76 0.03 -0.506
F 17.85815 8.75875 8.87355 -0.15 -0.39 -0.73 -0.342
```
Forces are in eV/Å.

Results
E ... -9959.542447 Ha
<S²> ... 0.763
Gap between HOMO and LUMO (spin up / spin down) ... 7.608 / 3.309 eV
Lowest unoccupied orbital energy (spin up / spin down) ... -5.08 / -9.38 eV
2S+1 ... 2
Total charge ... +1